No. 1
A molecular structure, C10H14Cl2CrNO4SSe, computed with ωB97M-V/def2-TZVPD.

Properties
net charge	-1
highest occupied orbital energy (spin up / spin down)	-2.9718 / -3.4382	eV
ΔE to the lowest compared entry with this formula, charge and spin	0.0000	eV
gap between HOMO and LUMO (spin up / spin down)	5.647 / 6.107	eV
⟨S²⟩	6.03
spin multiplicity	5

XYZ file:
```
34
Properties=species:S:1:pos:R:3:forces:R:3
Cr 1.0514 -1.6883 0.7911 0.4 -0.1 0.1
Se 2.9990 -3.0030 1.0009 -0.1 0.1 0.0
C -2.1928 -4.4697 1.2083 0.0 0.0 0.0
C -0.7950 -3.9343 1.0963 0.1 0.0 0.0
N 0.2047 -4.7672 0.8665 0.1 0.0 0.0
O -0.6237 -2.7046 1.2266 -0.3 -0.1 0.0
H -2.2393 -5.5474 1.0640 0.0 0.0 0.0
H -2.8096 -3.9660 0.4650 0.0 0.0 0.0
H -2.5864 -4.2116 2.1908 0.0 0.0 0.0
H 0.0433 -5.7539 0.7777 0.0 0.0 0.0
H 1.1793 -4.3754 0.8383 0.0 0.0 0.0
Cl 0.1672 -1.0820 4.0239 -0.2 0.0 0.0
C 1.4205 -0.8351 5.2318 0.1 -0.1 -0.2
Cl 0.7824 -0.8061 6.8908 0.0 0.0 0.0
H 1.8948 0.1183 5.0364 0.0 0.0 0.0
H 2.1259 -1.6532 5.1487 0.0 0.0 0.0
C 0.7312 5.2293 -3.4577 0.0 0.0 0.0
C 0.3380 3.9501 -2.7662 0.0 0.0 0.0
C -0.5983 3.9480 -1.7390 0.0 0.0 0.0
C -0.9693 2.7662 -1.1130 0.0 0.0 0.0
C -0.3952 1.5703 -1.5117 0.0 0.0 0.0
C 0.5407 1.5509 -2.5362 0.0 0.0 0.1
C 0.9008 2.7369 -3.1553 0.0 0.0 0.0
S -0.8459 0.0597 -0.6888 0.0 0.1 -0.1
O -2.2551 0.1604 -0.4043 0.0 0.0 0.1
O -0.4255 -1.0192 -1.5635 0.0 -0.1 0.0
O 0.0044 0.0772 0.5408 -0.1 0.0 0.0
H 0.2987 6.0961 -2.9585 0.0 0.0 0.0
H 0.3897 5.2334 -4.4952 0.0 0.0 0.0
H 1.8157 5.3506 -3.4705 0.0 0.0 0.0
H -1.0473 4.8840 -1.4254 0.0 0.0 0.0
H -1.7079 2.7586 -0.3223 0.0 0.0 0.0
H 0.9707 0.6044 -2.8350 0.0 0.0 0.0
H 1.6329 2.7226 -3.9555 0.0 0.0 0.0
```
Forces are in eV/Å.

***

No. 2
A molecular structure, C18H20CdN3O, computed with ωB97M-V/def2-TZVPD.

Properties
net charge	+1
highest occupied orbital energy	-10.5579	eV
gap between HOMO and LUMO	7.190	eV
spin multiplicity	1

XYZ file:
```
43
Properties=species:S:1:pos:R:3:forces:R:3
Cd 0.7356 0.5307 0.1558 -0.1 -0.1 0.0
N -1.2960 -0.6902 -0.3245 -0.1 0.0 0.0
C -2.3285 -0.3221 0.6245 0.1 -0.1 -0.1
C -3.5016 -1.0107 0.7227 -0.1 -0.1 0.0
C -4.4912 -0.6469 1.6631 0.1 0.0 0.0
C -4.2816 0.4118 2.4970 0.0 0.0 0.0
C -3.0774 1.1509 2.4145 -0.1 0.1 0.1
C -2.8124 2.2657 3.2435 -0.1 0.0 0.0
C -1.6420 2.9511 3.1119 0.0 0.0 0.0
C -0.7177 2.5168 2.1492 -0.1 0.0 0.0
N -0.9286 1.4838 1.3625 0.2 0.0 0.2
C -2.0957 0.7846 1.4740 0.1 0.1 0.0
H -1.1121 -1.6853 -0.2452 0.0 0.0 0.0
H -1.6215 -0.5286 -1.2735 0.0 0.0 0.0
H -3.6760 -1.8549 0.0647 0.0 0.0 0.0
H -5.4128 -1.2106 1.7108 0.0 0.0 0.0
H -5.0260 0.7035 3.2282 0.0 0.0 0.0
H -3.5521 2.5631 3.9770 0.0 0.0 0.0
H -1.4113 3.8096 3.7259 0.0 0.0 0.0
H 0.2187 3.0442 2.0213 0.1 0.0 0.0
C 1.9780 -3.2395 2.6601 0.0 0.0 0.0
C 1.6532 -2.3489 1.4972 0.1 0.0 0.0
N 2.0412 -2.7664 0.2794 0.0 0.1 0.0
O 1.0642 -1.2766 1.6703 -0.1 0.0 -0.1
H 2.1995 -4.2618 2.3579 0.0 0.0 0.0
H 1.1464 -3.2308 3.3608 0.0 0.0 0.0
H 2.8489 -2.8265 3.1712 0.0 0.0 0.0
H 2.5592 -3.6195 0.1628 0.0 0.0 0.0
H 1.9546 -2.1522 -0.5167 0.0 0.0 0.0
C 2.5493 0.7508 -0.9711 -0.2 0.1 0.0
C 2.2705 0.7885 -2.4467 0.1 0.0 0.1
C 1.5423 1.8307 -3.0234 0.0 0.0 0.0
C 1.2972 1.8678 -4.3869 0.0 -0.1 0.0
C 1.7670 0.8503 -5.2110 0.0 0.0 0.0
C 2.4908 -0.1917 -4.6533 0.0 0.0 0.0
C 2.7409 -0.2181 -3.2850 0.0 -0.1 -0.1
H 3.0267 1.6665 -0.6268 0.1 0.0 -0.1
H 3.2068 -0.0784 -0.7136 0.1 0.0 0.0
H 1.1717 2.6311 -2.3905 0.0 0.0 0.0
H 0.7363 2.6911 -4.8108 0.0 0.0 0.0
H 1.5789 0.8778 -6.2761 0.0 0.0 0.0
H 2.8727 -0.9847 -5.2842 0.0 0.0 0.0
H 3.3341 -1.0260 -2.8671 0.0 0.0 0.0
```
Forces are in eV/Å.

***

No. 3
2 unconnected molecules or ions with the total composition C3H4ClF3OS in a non-equilibrium geometry, computed with ωB97M-V/def2-TZVPD.

Properties
highest occupied orbital energy	-8.6912	eV
ΔE to the lowest compared entry with this formula, charge and spin	0.0000	eV
gap between HOMO and LUMO	8.911	eV
spin multiplicity	1

XYZ file:
```
13
Properties=species:S:1:pos:R:3:forces:R:3
C -2.5847 0.3666 0.1929 0.5 -1.4 -2.7
C 0.9223 -0.5056 0.1555 1.8 -1.8 0.9
C 2.1629 0.3551 -0.0651 -2.0 0.9 0.5
H 0.2488 0.1303 0.6908 -0.7 -0.3 -0.5
H 0.6442 -1.0294 -0.7951 -0.4 0.9 0.7
H 1.1647 -1.3906 0.8662 -0.1 1.4 -1.0
H 2.7370 -1.1242 -1.0350 2.2 2.4 1.9
O 3.2063 -0.3087 -0.5163 -1.1 -2.7 -2.4
F -1.5035 0.9646 0.6120 -0.2 0.8 0.5
F -2.1727 -0.5296 -0.8025 -0.2 0.3 1.4
F -3.1618 -0.2889 1.1516 -0.1 -0.6 0.8
S 2.0365 1.9825 0.1718 0.8 -1.0 0.0
Cl -3.7000 1.3779 -0.6267 -0.6 1.1 0.0
```
Forces are in eV/Å.

***

No. 4
A single C16H24N2O4 molecule, computed with ωB97M-V/def2-TZVPD.

Properties
highest occupied orbital energy	-8.2448	eV
ΔE to the lowest compared entry with this formula, charge and spin	1.4636	eV
gap between HOMO and LUMO	8.891	eV
spin multiplicity	1

XYZ file:
```
46
Properties=species:S:1:pos:R:3:forces:R:3
C -5.1458 -0.4080 2.3451 -0.1 0.0 0.2
H -6.0561 -0.9916 2.4767 0.1 0.1 0.1
O -4.7859 -0.5796 0.9974 0.3 0.1 -0.4
C -3.6777 0.0757 0.5198 -0.1 -0.1 0.0
C -2.8662 0.8723 1.3184 -0.1 -0.1 0.1
C -1.7629 1.5326 0.8071 0.0 0.1 -0.1
C -1.4482 1.4217 -0.5360 -0.1 0.1 0.0
C -2.2441 0.6185 -1.3374 -0.2 0.0 0.2
C -3.3516 -0.0631 -0.8434 0.1 0.0 -0.1
O -4.0024 -0.8026 -1.7847 0.2 0.3 0.1
C -5.0997 -1.6241 -1.4548 -0.4 -0.3 0.0
H -5.3670 -2.1235 -2.3862 0.0 0.0 0.1
H -4.8339 -2.3721 -0.7050 0.0 0.1 -0.1
H -5.9507 -1.0410 -1.0977 0.1 -0.1 0.0
H -2.0290 0.5021 -2.3889 0.0 0.0 -0.2
C -0.2174 2.0769 -1.1060 -0.1 0.0 0.1
N 0.8676 1.1130 -1.1753 -0.2 0.0 -0.3
C 1.8259 1.0366 -0.2337 0.4 -0.4 -0.4
O 2.0005 1.8781 0.6258 0.0 0.3 0.4
C 2.7022 -0.2138 -0.3325 -0.1 -0.1 0.0
N 3.8895 0.0094 0.4544 -0.5 0.1 0.2
C 5.1321 -0.2155 -0.0339 0.2 0.1 0.4
O 5.3318 -0.7859 -1.0857 0.1 -0.1 -0.3
C 6.2353 0.2784 0.8784 0.1 -0.1 -0.2
H 7.1982 -0.0159 0.4718 0.0 0.0 0.0
H 6.1173 -0.1424 1.8742 0.0 0.0 0.1
H 6.1927 1.3631 0.9506 0.0 0.1 0.1
H 3.7561 0.6493 1.2265 0.1 0.0 -0.1
C 1.9040 -1.4506 0.1495 0.2 0.0 0.1
C 1.4586 -1.2859 1.6005 -0.1 0.0 -0.3
H 0.8523 -2.1366 1.9032 0.0 -0.1 0.1
H 0.8676 -0.3814 1.7256 -0.1 0.1 0.1
H 2.3232 -1.2303 2.2572 0.1 0.0 0.1
C 2.7423 -2.7138 -0.0214 -0.2 0.2 -0.1
H 3.0672 -2.8236 -1.0528 0.1 -0.1 -0.1
H 2.1644 -3.5911 0.2598 0.0 -0.1 0.0
H 3.6287 -2.6664 0.6057 0.1 0.0 0.1
H 1.0102 -1.5334 -0.4806 0.0 0.0 0.0
H 3.0221 -0.3789 -1.3687 -0.1 0.1 0.1
H 0.7383 0.3351 -1.8033 0.1 0.0 0.1
H 0.1247 2.8863 -0.4587 -0.1 0.0 -0.2
H -0.4093 2.4633 -2.1104 0.0 0.0 0.1
H -1.1508 2.1360 1.4591 0.1 0.1 0.1
H -3.0929 0.9861 2.3660 -0.1 0.0 0.1
H -5.3533 0.6415 2.5774 0.0 0.0 0.0
H -4.3742 -0.7872 3.0227 0.0 0.0 0.0
```
Forces are in eV/Å.

***

No. 5
A molecular structure, C32H29IN6O3V in a non-equilibrium geometry, computed with ωB97M-V/def2-TZVPD.

Properties
highest occupied orbital energy (spin up / spin down)	-6.0927 / -7.0364	eV
ΔE to the lowest compared entry with this formula, charge and spin	4.5716	eV
gap between HOMO and LUMO (spin up / spin down)	4.678 / 5.617	eV
⟨S²⟩	3.84
spin multiplicity	4

XYZ file:
```
72
Properties=species:S:1:pos:R:3:forces:R:3
V 10.8836 -11.7740 9.5702 2.6 1.4 0.5
C 9.3221 -16.0377 14.3406 0.0 0.0 0.1
C 8.3163 -15.2126 13.5695 -0.3 0.8 -0.5
N 7.0065 -15.3086 13.7390 3.1 -1.3 1.5
C 6.1721 -14.5743 13.0395 -0.1 2.3 -3.7
C 6.6001 -13.6629 12.0303 -1.1 -0.8 1.6
C 5.5080 -12.8161 11.4069 -0.5 -1.1 0.1
O 4.9397 -11.9690 12.3870 -0.3 0.7 -0.1
C 7.9897 -13.3949 11.8498 0.8 1.2 -0.5
C 8.4066 -12.3048 11.0268 0.2 -0.2 1.6
N 9.6022 -11.6026 11.0730 -2.3 0.1 0.2
C 10.0734 -10.8729 12.1568 0.1 -1.0 1.4
C 10.3907 -11.4963 13.4149 -1.2 -0.4 -0.3
C 10.9099 -10.8142 14.5101 -0.8 0.5 -0.8
C 11.1011 -9.4552 14.3782 0.5 0.6 -1.4
C 11.0396 -8.8881 13.0813 -0.1 0.4 1.3
C 10.4656 -9.5172 11.9950 1.3 -0.8 0.5
I 13.0548 -11.5045 11.6966 0.8 -0.3 -1.1
C 8.9332 -14.2874 12.5349 0.4 -1.4 -0.5
O 10.1186 -14.4655 12.1592 -1.4 0.6 0.9
H 10.3400 -15.5597 14.2364 -1.2 -0.6 0.4
H 9.3748 -17.0551 13.9213 0.1 0.3 -0.1
H 8.9788 -16.1931 15.3840 0.4 0.4 -0.5
H 5.1125 -14.7640 13.1668 0.0 0.2 0.1
H 4.7179 -13.5363 11.1529 -0.1 0.3 0.0
H 5.7131 -12.2989 10.4554 0.3 0.0 0.5
H 5.6147 -11.4176 12.8017 0.1 -0.2 -0.2
H 7.5825 -11.8828 10.3899 1.1 -0.4 0.0
H 10.1865 -12.5828 13.5007 0.4 1.0 -0.3
H 11.2147 -11.2778 15.4305 -0.3 -0.4 0.1
H 11.4233 -8.8492 15.2133 0.2 0.0 -0.1
H 11.5094 -7.9265 12.9245 -0.4 0.2 0.3
O 9.7412 -10.2483 5.9600 0.8 -0.2 0.9
C 10.3623 -10.6825 6.9457 -4.0 -2.1 0.9
N 9.8333 -11.5442 7.9550 0.4 2.4 -2.5
C 9.1064 -12.6882 7.4887 -0.6 0.5 0.2
C 9.5497 -13.8621 8.3139 1.4 -0.3 0.3
C 9.0700 -15.1311 8.1021 0.0 -0.4 0.2
C 9.7002 -16.2047 8.7682 -0.4 0.8 -0.3
C 10.8756 -16.0061 9.5064 -1.3 -0.4 -0.4
C 11.2646 -14.7031 9.6976 0.7 1.0 -0.2
N 10.5989 -13.6349 9.1610 -0.1 -3.1 -0.6
C 11.7786 -10.5956 7.0834 3.7 -0.3 -0.4
C 12.5616 -9.9690 6.0922 -1.0 0.5 0.4
C 13.9280 -10.1312 6.1519 0.1 -0.7 -0.4
C 14.5043 -11.0881 6.9870 0.0 -0.4 0.8
C 13.7129 -11.6642 7.9924 -1.9 0.8 -1.2
N 12.3584 -11.4103 8.0153 1.3 0.7 0.0
H 9.4041 -12.8775 6.4382 -0.7 -0.1 0.3
H 8.0133 -12.5573 7.6145 0.2 -0.2 -0.5
H 8.2311 -15.1774 7.3838 0.5 -0.6 0.7
H 9.2271 -17.1637 8.7157 0.1 -0.6 -0.2
H 11.3745 -16.8575 9.9770 -0.1 0.5 -0.2
H 12.2149 -14.5002 10.2327 -1.0 0.3 -0.1
H 12.0319 -9.4028 5.2915 0.6 -0.3 0.9
H 14.5586 -9.6106 5.4618 0.2 0.1 -0.4
H 15.5412 -11.4119 6.8108 -0.5 0.4 0.5
H 14.0324 -12.3491 8.7643 0.3 0.1 -0.1
C 10.3579 -6.3765 7.2128 0.2 1.8 -0.9
C 10.4195 -7.1518 8.4607 0.0 -0.9 1.8
C 9.5187 -8.2278 8.6639 0.6 1.8 -1.2
C 9.6273 -8.9927 9.7768 -1.1 -1.3 1.0
N 10.6500 -8.8610 10.6934 -1.8 0.4 -0.9
C 11.5355 -7.8261 10.4992 0.0 -1.0 0.9
C 11.3549 -6.8922 9.5215 -1.3 -0.7 -1.6
H 9.5569 -5.5656 7.2491 1.0 -1.0 0.0
H 10.1174 -7.0260 6.3548 0.1 0.2 0.4
H 11.3485 -5.8738 7.0130 -1.1 -0.4 0.2
H 8.6829 -8.3144 7.9436 0.7 -0.5 0.6
H 8.8136 -9.7509 9.9477 1.4 0.8 0.3
H 12.4084 -7.8169 11.1520 -0.5 0.1 0.0
H 11.8891 -5.9665 9.5574 0.7 0.1 -0.3
```
Forces are in eV/Å.

***

No. 6
A molecular structure, C24H19N3O5PtS in a non-equilibrium geometry, computed with ωB97M-V/def2-TZVPD.

Properties
highest occupied orbital energy (spin up / spin down)	-6.2984 / -8.7750	eV
ΔE to the lowest compared entry with this formula, charge and spin	1.8471	eV
gap between HOMO and LUMO (spin up / spin down)	5.912 / 5.476	eV
⟨S²⟩	2.05
spin multiplicity	3

XYZ file:
```
53
Properties=species:S:1:pos:R:3:forces:R:3
Pt -0.0077 -0.1002 0.3299 -0.1 0.3 0.2
C -3.0418 -0.8257 3.2623 0.1 0.0 -0.1
C -2.3281 -1.5369 4.2312 -0.1 0.0 0.1
C -0.9823 -1.7713 4.0872 0.1 -0.1 0.0
C -0.2983 -1.3004 2.9407 0.0 0.0 -0.1
C -1.0447 -0.5964 1.9466 0.5 0.5 -0.4
C -2.3936 -0.3587 2.1192 -0.1 0.0 0.1
C 1.0696 -1.4518 2.6797 -0.5 0.0 0.2
C 2.0585 -2.0088 3.5552 0.5 -0.1 0.0
C 3.3624 -1.9775 3.2292 -0.2 -0.1 0.3
C 3.7722 -1.3809 1.9675 0.7 -0.1 0.2
C 5.1166 -1.2865 1.5700 -0.5 -0.1 0.4
C 5.5180 -0.7697 0.3665 0.1 0.2 -0.4
C 4.5544 -0.2959 -0.6482 0.0 -0.2 0.0
C 3.0743 -0.2929 -0.1949 0.2 -0.4 0.1
C 2.7459 -0.8562 1.1297 -0.7 0.3 -0.2
N 1.4751 -0.9029 1.4362 0.6 0.0 -0.2
H -4.0952 -0.6207 3.3995 0.0 0.0 0.0
H -2.8461 -1.9011 5.1093 0.0 0.0 0.0
H -0.4442 -2.3216 4.8489 0.0 0.0 0.0
H -2.9442 0.2219 1.3891 0.1 0.0 0.0
H 1.7391 -2.4399 4.4935 0.0 0.0 0.0
H 4.1158 -2.3892 3.8878 0.0 0.0 0.0
H 5.8628 -1.6299 2.2777 0.0 -0.1 -0.1
H 6.5697 -0.7187 0.1144 0.0 0.0 0.1
H 4.8758 0.6380 -1.1104 0.0 0.0 0.1
H 2.5674 0.6632 -0.3358 0.0 0.0 0.0
O 4.8534 0.7161 -3.4278 0.0 0.1 0.1
S 4.0553 -0.4779 -3.4487 -0.3 -0.3 0.4
O 4.3026 -1.4345 -4.4872 0.0 -0.1 0.0
N 2.4678 -0.0972 -3.3747 -0.1 0.3 -0.4
C 1.8600 -0.5357 -2.3211 0.9 -0.6 0.5
O 0.6682 -0.3477 -1.9556 -0.2 0.5 0.2
C 2.7459 -1.3389 -1.3176 -0.7 0.7 -0.4
C 2.1341 -2.6551 -1.0297 0.1 -0.5 0.1
C 2.8045 -3.7820 -1.2950 -0.4 0.2 0.2
C 4.1890 -3.7710 -1.7491 0.4 0.2 -0.1
C 4.8667 -2.6323 -1.9265 0.1 -0.5 0.1
C 4.1879 -1.3352 -1.7739 -0.1 0.7 -0.7
H 1.1219 -2.6718 -0.6464 0.0 0.0 0.0
H 2.3297 -4.7429 -1.1398 0.0 0.0 0.0
H 4.6724 -4.7238 -1.9218 0.0 0.0 0.0
H 5.9089 -2.6456 -2.2215 0.0 0.0 -0.1
N -1.9063 -1.6070 -1.2933 0.3 0.3 0.2
C -2.2273 -0.5144 -2.2380 -0.1 0.7 -0.1
C -2.2784 0.8608 -1.5134 0.0 -0.6 -0.4
O -3.0318 1.6907 -1.9706 0.1 0.0 0.1
O -1.5083 1.0123 -0.4921 0.2 0.1 0.4
H -1.5424 -2.4311 -1.7608 0.1 0.0 0.0
H -2.7111 -1.8548 -0.7246 0.0 -0.1 0.1
H -1.1144 -1.1839 -0.5875 -0.8 -1.1 -0.8
H -3.1804 -0.6753 -2.7334 0.0 -0.1 0.1
H -1.4298 -0.4509 -2.9732 0.0 -0.1 0.0
```
Forces are in eV/Å.